No. 1
This record from OMol25 describes H10O5 as an isolated structure at a distorted geometry. The level of theory is ωB97M-V/def2-TZVPD.

LUMO level, eV: -0.3
Energy relative to the best compared isomer or geometry (same formula, charge and spin), kcal per mole: 164.9
2S+1: 1
Total charge: 0
Electronic energy, eV: -10393.6973

Geometry as XYZ:
```
15
Properties=species:S:1:pos:R:3:nbo_charge:R:1
O -11.115 28.383 23.879 -0.90
H -11.907 28.317 23.346 0.48
H -11.401 28.822 24.680 0.49
O -10.035 32.872 21.844 -0.95
H -9.848 33.080 22.759 0.42
H -10.484 32.027 21.877 0.43
O -10.537 30.121 22.457 -0.83
H -9.952 30.392 23.164 0.50
H -10.892 29.281 22.747 0.48
O -11.425 31.419 21.359 -0.99
H -10.924 30.805 21.897 0.40
H -11.718 30.899 20.611 0.45
O -10.074 27.388 21.188 -0.93
H -10.294 28.281 21.453 0.45
H -9.118 27.354 21.228 0.48
```

***

No. 2
This record from OMol25 describes a 5-piece molecular cluster, H10O5 overall. The level of theory is ωB97M-V/def2-TZVPD.

LUMO level, eV: 0.2
Energy relative to the best compared isomer or geometry (same formula, charge and spin), kcal per mole: 22.8
2S+1: 1
Total charge: 0
Electronic energy, eV: -10399.8605

Geometry as XYZ:
```
15
Properties=species:S:1:pos:R:3:nbo_charge:R:1
O 0.121 -0.276 -3.098 -0.96
H -0.277 -0.591 -3.916 0.48
H 0.920 -0.804 -2.986 0.48
O -0.155 -1.632 2.708 -0.94
H -0.987 -2.048 2.465 0.47
H -0.402 -0.888 3.269 0.48
O -0.578 3.014 -0.251 -0.95
H -0.973 3.363 -1.056 0.46
H -0.991 2.148 -0.123 0.49
O -0.811 -0.035 -0.159 -0.97
H -1.425 -0.770 -0.076 0.47
H -0.634 0.029 -1.108 0.50
O 2.316 -0.588 1.732 -0.96
H 2.477 -0.032 0.964 0.46
H 1.400 -0.891 1.635 0.49
```

***

No. 3
This record from OMol25 describes a 5-piece molecular cluster, H10O5 overall at a distorted geometry. The level of theory is ωB97M-V/def2-TZVPD.

LUMO level, eV: 0.1
Energy relative to the best compared isomer or geometry (same formula, charge and spin), kcal per mole: 36.1
2S+1: 1
Total charge: 0
Electronic energy, eV: -10399.2855

Geometry as XYZ:
```
15
Properties=species:S:1:pos:R:3:nbo_charge:R:1
O 0.702 -0.347 -3.558 -0.92
O -0.265 -3.124 0.758 -0.95
O -0.955 0.147 1.660 -0.93
O 1.615 0.613 3.367 -0.94
O 0.014 2.636 -1.886 -0.94
H 0.069 -0.723 -4.107 0.46
H -0.123 -2.842 -0.146 0.47
H -1.453 0.810 2.163 0.47
H 1.335 0.181 2.559 0.48
H -0.757 2.120 -2.127 0.46
H 0.260 -0.190 -2.721 0.46
H 0.563 -3.226 1.225 0.48
H -1.689 -0.238 1.187 0.47
H 0.797 0.665 3.859 0.46
H -0.113 3.518 -2.233 0.47
```

***

No. 4
This record from OMol25 describes H10O5 as an isolated structure at a distorted geometry. The level of theory is ωB97M-V/def2-TZVPD.

LUMO level, eV: 0.0
Energy relative to the best compared isomer or geometry (same formula, charge and spin), kcal per mole: 132.2
2S+1: 1
Total charge: 0
Electronic energy, eV: -10395.1157

Geometry as XYZ:
```
15
Properties=species:S:1:pos:R:3:nbo_charge:R:1
O -0.284 2.256 0.117 -0.97
H -0.941 1.942 -0.505 0.45
H 0.516 1.787 -0.122 0.40
O 1.720 1.628 -0.063 -0.85
H 1.158 1.001 -0.518 0.47
H 2.099 2.162 -0.762 0.49
O 0.655 -2.014 -0.338 -0.92
H 0.008 -2.690 -0.135 0.51
H 1.401 -2.496 -0.696 0.50
O -2.047 -1.177 1.082 -1.02
H -1.233 -0.887 0.670 0.43
H -2.626 -0.417 1.029 0.45
O -0.488 -0.198 0.008 -0.90
H 0.139 0.029 0.695 0.48
H -0.077 -0.924 -0.462 0.48
```

***

No. 5
This record from OMol25 describes a 5-piece molecular cluster, H10O5 overall at a distorted geometry. The level of theory is ωB97M-V/def2-TZVPD.

LUMO level, eV: 0.1
Energy relative to the best compared isomer or geometry (same formula, charge and spin), kcal per mole: 33.8
2S+1: 1
Total charge: 0
Electronic energy, eV: -10399.3844

Geometry as XYZ:
```
15
Properties=species:S:1:pos:R:3:nbo_charge:R:1
O 0.577 -19.165 -9.790 -0.96
H 1.012 -19.988 -9.884 0.48
H 0.728 -18.599 -10.481 0.47
O 2.052 -21.576 -10.047 -0.98
H 1.792 -21.843 -9.161 0.51
H 1.607 -22.024 -10.795 0.52
O 3.706 -20.082 -11.331 -0.98
H 3.129 -20.654 -10.777 0.48
H 4.479 -19.933 -10.845 0.46
O 1.768 -22.172 -6.953 -0.93
H 1.691 -21.253 -6.854 0.48
H 2.682 -22.184 -7.175 0.48
O -0.912 -21.836 -8.221 -0.94
H -1.515 -21.959 -7.471 0.47
H -0.076 -22.038 -7.824 0.47
```

***

No. 6
This record from OMol25 describes a 5-piece molecular cluster, H10O5 overall. The level of theory is ωB97M-V/def2-TZVPD.

LUMO level, eV: -0.1
Energy relative to the best compared isomer or geometry (same formula, charge and spin), kcal per mole: 21.8
2S+1: 1
Total charge: 0
Electronic energy, eV: -10399.9060

Geometry as XYZ:
```
15
Properties=species:S:1:pos:R:3:nbo_charge:R:1
O 3.774 -0.682 -0.520 -0.94
H 4.143 -1.429 -1.005 0.47
H 3.644 -1.012 0.376 0.47
O -0.796 1.755 -2.858 -0.97
H -1.754 1.830 -2.872 0.46
H -0.583 1.394 -1.973 0.50
O -0.314 -0.632 1.984 -0.96
H -0.077 -0.364 2.881 0.49
H -0.162 -1.586 1.958 0.49
O 0.245 0.824 -0.395 -0.98
H 0.010 0.346 0.425 0.50
H 1.164 0.586 -0.575 0.48
O -3.191 -0.593 0.570 -0.95
H -3.732 0.122 0.922 0.47
H -2.372 -0.559 1.082 0.48
```

***

No. 7
This record from OMol25 describes a 5-piece molecular cluster, H10O5 overall at a distorted geometry. The level of theory is ωB97M-V/def2-TZVPD.

LUMO level (alpha / beta), eV: -3.4 / -11.2
Energy relative to the best compared isomer or geometry (same formula, charge and spin), kcal per mole: 17.5
2S+1: 2
Total charge: +1
Electronic energy, eV: -10389.0662
<S²>: 0.757

Geometry as XYZ:
```
15
Properties=species:S:1:pos:R:3:nbo_charge:R:1
O 0.207 -2.257 -1.816 -0.46
H 1.051 -2.070 -2.228 0.50
H 0.155 -1.639 -1.086 0.50
O -2.584 -1.044 1.663 -0.96
H -2.265 -1.134 2.560 0.48
H -2.901 -1.917 1.431 0.49
O -0.234 2.311 -0.889 -0.97
H -0.436 3.238 -0.760 0.51
H 0.089 2.259 -1.789 0.49
O -0.086 -0.260 0.054 -0.81
H -0.331 0.556 -0.381 0.52
H -0.707 -0.343 0.778 0.52
O 2.847 0.972 0.533 -0.78
H 1.932 0.993 0.816 0.48
H 3.262 0.334 1.113 0.48
```

***

No. 8
This record from OMol25 describes H10O5Pd as an isolated structure at a distorted geometry. The level of theory is ωB97M-V/def2-TZVPD.

LUMO level (alpha / beta), eV: -8.0 / -9.4
Energy relative to the best compared isomer or geometry (same formula, charge and spin), kcal per mole: 3.4
2S+1: 3
Total charge: +2
Electronic energy, eV: -13851.2319
<S²>: 2.002

Geometry as XYZ:
```
16
Properties=species:S:1:pos:R:3:nbo_charge:R:1
Pd -0.440 -0.203 -0.347 1.36
O 1.865 0.301 1.421 -0.98
H 2.694 0.678 1.203 0.50
H 1.657 0.694 2.243 0.49
O 0.585 -1.554 -0.520 -0.96
H 1.546 -1.631 -0.584 0.54
H 0.378 -2.440 -0.121 0.54
O -0.901 0.031 1.245 -0.86
H -1.014 0.918 1.506 0.52
H -0.870 -0.477 2.049 0.53
O -1.931 -0.464 -1.277 -0.86
H -2.733 -0.277 -0.838 0.53
H -2.029 0.122 -2.063 0.53
O 0.229 1.197 -1.093 -0.97
H 1.076 1.039 -1.561 0.55
H -0.106 2.073 -1.265 0.54
```

***

No. 9
This record from OMol25 describes an isolated ion of composition H11N4OSi4 and charge -1 at a distorted geometry. The level of theory is ωB97M-V/def2-TZVPD.

LUMO level, eV: 3.0
Energy relative to the best compared isomer or geometry (same formula, charge and spin), kcal per mole: 4.8
2S+1: 1
Total charge: -1
Electronic energy, eV: -39700.8208

Geometry as XYZ:
```
20
Properties=species:S:1:pos:R:3:nbo_charge:R:1
N 2.241 -0.325 0.115 -1.51
N 0.226 -0.897 -1.689 -1.50
N -0.251 0.899 0.463 -1.53
N -2.277 0.358 -1.666 -1.48
O -2.932 1.366 0.354 -1.23
Si 1.811 -1.303 -1.288 1.55
Si 1.153 0.325 1.332 1.49
Si -1.140 -0.299 -0.707 1.77
Si -1.812 1.303 1.362 1.56
H 3.033 0.213 -0.054 0.40
H -0.036 -1.506 -2.386 0.40
H 0.036 1.640 -0.169 0.44
H 2.584 -1.076 -2.444 -0.25
H 2.114 -2.800 -0.845 -0.26
H 0.626 -0.793 2.241 -0.17
H 2.142 1.362 2.103 -0.18
H -3.206 -0.077 -1.630 0.37
H -1.299 -1.372 0.240 -0.28
H -1.785 0.331 2.663 -0.27
H -1.228 2.650 2.002 -0.31
```

***

No. 10
This record from OMol25 describes H11N4OSi4 as an isolated structure at a distorted geometry. The level of theory is ωB97M-V/def2-TZVPD.

LUMO level, eV: 3.5
Energy relative to the best compared isomer or geometry (same formula, charge and spin), kcal per mole: 50.3
2S+1: 1
Total charge: -1
Electronic energy, eV: -39698.8461

Geometry as XYZ:
```
20
Properties=species:S:1:pos:R:3:nbo_charge:R:1
N 0.641 -1.678 0.383 -1.54
N -2.214 -0.959 -0.389 -1.54
N 2.145 0.993 0.586 -1.49
N -2.191 2.122 0.083 -0.81
O -0.503 2.156 -0.447 -1.00
Si -0.718 -1.758 -0.742 1.54
Si 2.088 -0.779 0.312 1.51
Si -2.446 0.538 0.619 1.44
Si 1.120 2.139 -0.416 1.64
H 0.382 -1.850 1.361 0.41
H -2.785 -0.906 -1.227 0.40
H 2.109 1.201 1.583 0.39
H -0.151 -0.878 -2.050 -0.24
H -0.854 -3.232 -1.050 -0.23
H 2.769 -1.850 1.271 -0.23
H 2.782 -0.958 -0.951 -0.22
H -3.859 0.045 0.788 -0.22
H -1.534 0.203 1.888 -0.28
H 1.681 3.420 0.135 -0.28
H 1.536 2.031 -1.736 -0.26
```

***

No. 11
This record from OMol25 describes a 6-piece molecular cluster, H11NO4 overall at a distorted geometry. The level of theory is ωB97M-V/def2-TZVPD.

LUMO level, eV: -5.3
Energy relative to the best compared isomer or geometry (same formula, charge and spin), kcal per mole: 189.5
2S+1: 1
Total charge: 0
Electronic energy, eV: -9851.4999

Geometry as XYZ:
```
16
Properties=species:S:1:pos:R:3:nbo_charge:R:1
N -0.462 -2.318 1.653 -1.10
H -1.006 -3.162 1.614 0.36
H -1.122 -1.463 1.440 0.37
H 0.158 -2.258 0.845 0.36
H 0.430 -1.003 -0.875 0.49
H 1.898 -1.397 -0.724 0.45
O 1.108 -1.712 -1.068 -0.95
H -1.096 0.401 -1.652 0.53
H 1.134 0.628 0.137 0.54
O -0.283 0.536 -1.108 -1.16
H 0.107 2.132 -1.028 0.49
H 1.462 2.319 -0.851 0.44
O 0.708 2.873 -0.903 -0.87
H -0.750 0.434 0.570 0.49
H -1.458 1.415 1.599 0.48
O -1.098 0.576 1.497 -0.93
```

***

No. 12
This record from OMol25 describes a 5-piece molecular cluster, H11O5 overall at a distorted geometry. The level of theory is ωB97M-V/def2-TZVPD.

LUMO level, eV: -3.3
Energy relative to the best compared isomer or geometry (same formula, charge and spin), kcal per mole: 24.1
2S+1: 1
Total charge: +1
Electronic energy, eV: -10409.4348

Geometry as XYZ:
```
16
Properties=species:S:1:pos:R:3:nbo_charge:R:1
O -2.158 0.179 3.128 -0.96
H -2.981 -0.204 3.498 0.49
H -1.446 -0.100 3.712 0.47
O -0.236 1.193 1.115 -0.93
H -1.050 1.278 0.629 0.51
H -0.210 2.017 1.623 0.53
O 0.866 -1.394 -1.764 -0.98
H 1.536 -1.946 -2.234 0.51
H 0.566 -0.792 -2.454 0.53
O 1.089 1.015 -3.189 -0.98
H 1.755 1.377 -3.813 0.50
H 0.429 1.718 -3.030 0.49
O 0.726 -1.080 0.781 -0.82
H 0.140 -1.683 1.293 0.53
H 0.235 -0.139 0.904 0.54
H 0.742 -1.439 -0.200 0.56
```

***

Question: The highest energy relative to the best compared isomer or geometry (same formula, charge and spin) belongs to which entry?
Answer: H11NO4

***

Question: 2S+1 of number 4 (H10O5)?
Answer: 1